Record 1
12
Properties=species:S:1:pos:R:3 method="wB97M-V/def2-TZVPD" largest_force_ha_per_bohr=0.037 e_tot_ha=-269.20184 orbital_gap_ev=10.44
O 1.586 -1.705 0.120
C -0.978 -1.667 0.489
C 0.501 -2.151 0.414
C -0.442 0.920 0.447
C 0.141 1.345 -0.899
C -0.667 -0.477 0.537
H -1.472 1.272 0.575
H 1.175 1.006 -0.998
H 0.108 2.433 -0.959
H -0.436 0.926 -1.729
H 0.154 1.259 1.295
H 0.330 -3.161 0.709

Record 2
12
Properties=species:S:1:pos:R:3 method="wB97M-V/def2-TZVPD" largest_force_ha_per_bohr=0.180 e_tot_ha=-269.25361 orbital_gap_ev=9.90
O -1.851 -0.906 0.111
C 0.277 -0.098 -0.048
C -2.084 0.470 0.078
C -0.801 1.058 -0.158
C 1.824 -0.070 0.023
C -0.456 -1.224 -0.058
H -0.242 -2.212 -0.465
H -0.540 1.999 -0.053
H 2.471 -0.631 -0.571
H -3.033 0.748 -0.060
H 2.183 -0.104 1.168
H 2.254 0.968 0.033

Record 3
12
Properties=species:S:1:pos:R:3 method="wB97M-V/def2-TZVPD" largest_force_ha_per_bohr=0.011 e_tot_ha=-269.25124 orbital_gap_ev=11.08
O -0.207 -1.210 -1.408
C 1.402 -0.027 -0.089
C -0.990 -0.345 0.615
C 0.222 -0.917 -0.084
C -1.296 0.948 0.561
C 2.381 0.674 -0.124
H -1.714 -1.082 0.957
H 0.519 -1.877 0.354
H -0.728 -0.435 -1.664
H -2.277 1.316 0.845
H -0.570 1.673 0.201
H 3.259 1.281 -0.163

Record 4
13
Properties=species:S:1:pos:R:3 method="wB97M-V/def2-TZVPD" largest_force_ha_per_bohr=0.093 e_tot_ha=-344.28950 orbital_gap_ev=10.08
O -2.118 -0.938 -0.770
O -2.984 -0.348 0.175
C 0.643 -0.416 0.188
C 1.233 -0.882 -1.177
C -2.437 0.631 0.764
C 0.174 0.103 1.167
C -2.113 1.791 0.996
H 0.376 -0.863 -1.872
H 1.625 -1.889 -0.982
H 1.984 -0.055 -1.196
H -1.676 2.499 1.537
H -1.207 -0.789 -0.500
H -0.278 0.457 2.039

Record 5
13
Properties=species:S:1:pos:R:3 method="wB97M-V/def2-TZVPD" largest_force_ha_per_bohr=0.025 e_tot_ha=-344.48672 orbital_gap_ev=10.74
O 0.068 1.776 0.906
O -1.904 0.250 0.629
C -1.060 -0.793 0.152
C 2.566 -0.771 0.008
C 0.073 -0.078 -0.630
C -0.228 1.370 -0.200
C 1.436 -0.465 -0.273
H -0.732 2.007 -0.943
H -0.673 -1.398 0.976
H -1.669 -1.434 -0.491
H -0.074 -0.193 -1.710
H -1.375 0.741 1.301
H 3.572 -1.013 0.275

Record 6
13
Properties=species:S:1:pos:R:3 method="wB97M-V/def2-TZVPD" largest_force_ha_per_bohr=0.010 e_tot_ha=-344.41548 orbital_gap_ev=9.93
O -0.233 -1.263 -1.866
O -0.828 1.253 2.672
C 1.311 -0.349 -0.335
C 0.352 -1.428 -0.587
C -0.380 -0.225 0.109
C 0.661 0.716 -0.941
C -0.549 0.047 -1.428
H -0.696 0.751 1.842
H -1.373 0.561 -1.909
H 0.459 -2.435 -0.201
H 2.102 -0.307 0.402
H -1.658 0.907 3.018
H 0.831 1.772 -0.778

Record 7
13
Properties=species:S:1:pos:R:3 method="wB97M-V/def2-TZVPD" largest_force_ha_per_bohr=0.021 e_tot_ha=-344.43759 orbital_gap_ev="7.16 / 7.16"
O 1.099 0.026 -0.731
O 1.783 -1.853 0.353
C -0.371 1.469 0.255
C 1.928 -1.021 -0.494
C -0.146 0.187 -0.172
C -1.004 -1.002 0.003
C -1.615 2.128 0.370
H 0.603 1.834 0.569
H -0.994 -1.631 -0.888
H 2.768 -0.936 -1.196
H -2.015 -0.694 0.276
H -0.577 -1.593 0.825
H -1.431 3.101 0.885

Record 8
13
Properties=species:S:1:pos:R:3 method="wB97M-V/def2-TZVPD" largest_force_ha_per_bohr=0.012 e_tot_ha=-344.52282 orbital_gap_ev=10.55
O 0.519 -1.626 -1.235
O -1.726 -1.344 0.051
C -0.733 -0.420 0.392
C 2.825 0.479 0.124
C 1.749 0.001 -0.127
C -1.241 1.004 0.164
C 0.524 -0.730 -0.413
H -1.307 -1.973 -0.561
H -1.425 1.185 -0.900
H -2.192 1.112 0.694
H 3.796 0.872 0.339
H -0.539 1.752 0.545
H -0.454 -0.528 1.454